Record 1
240
Properties=species:S:1:pos:R:3 method="wB97M-V/def2-TZVPD" gap_ev=9.30 e_lumo_ev=-0.363 total_energy_ha=-11293.40505 charge=0 de_lowest_ev=12.707
C -3.36 -4.91 -4.02
C -2.79 -5.87 -2.85
C -2.96 -5.14 -1.55
S -4.33 -3.91 -1.63
O -3.75 -2.64 -1.25
O -5.49 -4.38 -0.76
C -4.54 -4.06 -3.40
H -3.54 -5.53 -4.90
H -2.56 -4.23 -4.32
H -1.82 -6.26 -3.16
H -3.35 -6.79 -2.69
H -2.06 -4.53 -1.47
H -3.31 -5.66 -0.66
H -4.70 -3.04 -3.77
H -5.50 -4.56 -3.36
C 0.46 0.23 -1.14
C 1.77 -0.02 -0.31
C 1.55 0.29 1.13
S -0.25 0.41 1.55
O -0.77 1.77 1.87
O -0.53 -0.53 2.58
C -0.79 -0.09 -0.19
H 0.36 -0.29 -2.10
H 0.39 1.29 -1.41
H 2.50 0.67 -0.75
H 2.17 -1.03 -0.43
H 1.94 1.26 1.43
H 1.86 -0.56 1.75
H -1.77 0.33 -0.41
H -0.81 -1.18 -0.22
C -3.63 -0.64 -4.68
C -3.64 0.66 -5.38
C -2.24 1.01 -5.90
S -1.28 0.63 -4.38
O -1.26 1.71 -3.36
O -0.13 -0.24 -4.57
C -2.48 -0.59 -3.65
H -3.44 -1.35 -5.49
H -4.55 -0.82 -4.13
H -4.20 1.43 -4.85
H -4.30 0.71 -6.24
H -2.15 2.07 -6.13
H -1.74 0.50 -6.72
H -2.79 -0.20 -2.68
H -2.14 -1.62 -3.57
C 3.88 -0.37 -6.04
C 3.95 -1.84 -6.30
C 5.00 -2.15 -7.39
S 4.42 -0.89 -8.63
O 3.27 -1.43 -9.33
O 5.46 -0.36 -9.47
C 3.98 0.49 -7.42
H 4.84 -0.28 -5.51
H 3.04 -0.09 -5.40
H 2.95 -2.08 -6.65
H 3.93 -2.50 -5.43
H 5.05 -3.13 -7.86
H 5.98 -1.87 -7.00
H 2.98 0.64 -7.81
H 4.62 1.37 -7.51
C 5.35 6.13 0.55
C 5.29 6.11 2.13
C 5.15 7.56 2.53
S 5.15 8.72 0.97
O 6.08 9.82 1.12
O 3.71 8.84 0.49
C 6.01 7.38 0.06
H 4.35 5.98 0.13
H 5.98 5.39 0.07
H 6.27 5.83 2.52
H 4.50 5.39 2.36
H 6.14 7.72 2.95
H 4.54 8.02 3.31
H 7.07 7.12 0.15
H 5.91 7.61 -1.00
C -0.02 -3.79 -6.82
C 0.64 -5.28 -7.05
C -0.60 -6.19 -7.17
S -1.82 -5.33 -8.35
O -3.23 -5.59 -7.97
O -1.21 -5.46 -9.70
C -1.37 -3.69 -7.67
H 0.74 -3.09 -7.14
H -0.06 -3.67 -5.74
H 1.35 -5.47 -6.24
H 1.00 -5.43 -8.06
H -1.02 -6.11 -6.16
H -0.55 -7.23 -7.48
H -2.25 -3.54 -7.05
H -1.66 -2.99 -8.45
C 2.92 2.44 6.17
C 3.09 3.99 6.23
C 3.97 4.31 4.96
S 5.00 2.81 4.62
O 6.39 3.02 5.02
O 4.58 2.17 3.34
C 4.22 1.85 5.97
H 2.20 1.98 5.49
H 2.47 2.12 7.12
H 3.42 4.32 7.22
H 2.13 4.49 6.23
H 4.73 5.06 5.20
H 3.26 4.44 4.13
H 4.85 2.11 6.82
H 4.36 0.81 5.67
C -1.45 -2.21 6.42
C -1.36 -1.56 7.90
C -2.65 -1.64 8.74
S -3.44 -3.06 8.04
O -4.92 -3.04 8.05
O -2.64 -4.16 8.67
C -2.80 -2.79 6.34
H -0.72 -3.01 6.52
H -1.17 -1.53 5.62
H -0.95 -0.55 7.90
H -0.61 -2.16 8.41
H -3.34 -0.85 8.45
H -2.68 -1.70 9.82
H -3.36 -2.04 5.78
H -2.79 -3.78 5.88
C 0.55 7.56 2.33
C -0.86 8.10 2.04
C -1.75 7.28 2.98
S -0.84 7.26 4.58
O -0.84 5.92 5.05
O -1.12 8.38 5.52
C 0.75 7.77 3.83
H 1.38 7.99 1.77
H 0.46 6.48 2.22
H -1.17 7.95 1.00
H -0.89 9.19 2.09
H -1.90 6.25 2.65
H -2.70 7.83 2.98
H 1.46 7.18 4.41
H 0.88 8.85 3.93
C 5.05 -2.26 4.86
C 4.15 -1.90 3.67
C 5.07 -1.16 2.66
S 6.66 -2.13 2.68
O 7.77 -1.39 2.06
O 6.21 -3.41 2.15
C 6.51 -2.07 4.56
H 4.92 -3.28 5.23
H 4.80 -1.65 5.73
H 3.31 -1.28 3.97
H 3.57 -2.75 3.31
H 5.32 -0.12 2.91
H 4.69 -1.26 1.64
H 6.88 -1.09 4.87
H 7.13 -2.94 4.76
C -3.07 5.81 -1.06
C -1.74 5.16 -0.76
C -1.77 3.77 -1.32
S -3.49 3.13 -1.32
O -3.70 2.12 -0.29
O -3.90 2.89 -2.70
C -4.21 4.83 -0.96
H -3.12 6.35 -2.00
H -3.17 6.57 -0.29
H -1.56 4.89 0.28
H -0.89 5.69 -1.19
H -1.10 3.03 -0.89
H -1.50 3.89 -2.37
H -4.59 4.79 0.06
H -5.02 4.87 -1.69
C 3.64 -5.58 -1.02
C 2.98 -6.82 -1.54
C 1.73 -6.65 -2.35
S 1.93 -4.89 -3.01
O 0.59 -4.23 -3.01
O 2.78 -4.80 -4.28
C 2.86 -4.37 -1.49
H 4.68 -5.51 -1.34
H 3.46 -5.63 0.05
H 2.97 -7.48 -0.67
H 3.75 -7.31 -2.14
H 0.90 -6.78 -1.66
H 1.51 -7.34 -3.16
H 2.05 -3.98 -0.87
H 3.38 -3.54 -1.97
C -2.27 2.76 6.90
C -2.16 1.80 5.77
C -2.99 2.38 4.58
S -4.31 3.59 5.25
O -5.52 2.98 5.80
O -4.38 4.85 4.49
C -3.21 3.96 6.66
H -1.37 3.17 7.35
H -2.74 2.24 7.74
H -2.51 0.81 6.06
H -1.11 1.70 5.49
H -3.52 1.66 3.96
H -2.40 3.07 3.99
H -3.73 4.16 7.60
H -2.70 4.86 6.31
C 8.66 -1.40 -3.52
C 9.30 -1.28 -2.11
C 8.41 -1.95 -1.06
S 6.78 -2.48 -1.87
O 5.61 -1.78 -1.26
O 6.84 -3.94 -2.05
C 7.12 -1.63 -3.46
H 9.09 -2.28 -4.00
H 9.15 -0.59 -4.07
H 9.47 -0.26 -1.78
H 10.30 -1.71 -2.21
H 8.02 -1.27 -0.30
H 8.86 -2.82 -0.57
H 6.89 -0.57 -3.37
H 6.65 -2.21 -4.26
C -6.69 -2.36 1.77
C -7.92 -3.25 2.32
C -7.66 -4.75 2.14
S -5.86 -4.99 2.78
O -5.23 -6.14 2.14
O -5.90 -4.79 4.20
C -5.36 -3.25 2.16
H -6.64 -1.30 2.04
H -6.90 -2.30 0.71
H -8.89 -3.11 1.85
H -8.10 -3.18 3.39
H -7.63 -5.03 1.09
H -8.41 -5.29 2.72
H -4.81 -3.39 1.23
H -4.67 -2.82 2.89
C -7.82 -1.11 -1.95
C -6.72 -0.04 -1.56
C -7.01 1.32 -2.16
S -8.97 1.41 -2.19
O -9.50 2.13 -3.38
O -9.52 1.69 -0.90
C -9.19 -0.38 -2.42
H -8.02 -1.92 -1.25
H -7.48 -1.70 -2.81
H -5.68 -0.34 -1.65
H -6.79 0.13 -0.49
H -6.50 1.41 -3.12
H -6.53 2.13 -1.60
H -9.07 -0.54 -3.49
H -10.20 -0.59 -2.06


Record 2
240
Properties=species:S:1:pos:R:3 method="wB97M-V/def2-TZVPD" gap_ev=10.62 e_lumo_ev=0.235 total_energy_ha=-6126.64576 charge=0 de_lowest_ev=10.351
C -10.23 -0.94 2.44
C -11.42 -0.64 1.55
O -11.70 -1.59 0.61
C -10.87 -1.68 -0.45
O -9.82 -1.05 -0.52
O -11.34 -2.67 -1.24
C -10.62 -3.11 -2.30
H -10.04 -0.10 3.11
H -9.28 -1.16 1.95
H -10.47 -1.79 3.08
H -11.32 0.29 1.00
H -12.32 -0.42 2.12
H -10.98 -4.13 -2.41
H -9.54 -3.03 -2.23
H -10.73 -2.61 -3.27
C 13.63 -4.14 2.16
C 12.48 -4.01 1.18
O 12.18 -2.64 1.03
C 11.00 -2.17 1.52
O 10.23 -2.86 2.18
O 10.89 -0.92 1.09
C 9.61 -0.36 1.13
H 14.00 -5.16 2.07
H 13.27 -4.03 3.18
H 14.50 -3.54 1.88
H 11.61 -4.50 1.59
H 12.79 -4.47 0.24
H 9.67 0.66 0.75
H 9.09 -0.20 2.08
H 9.11 -1.03 0.44
C 0.95 -9.78 3.23
C 2.23 -10.37 2.55
O 3.39 -9.93 3.24
C 4.17 -10.92 3.80
O 3.87 -12.08 3.99
O 5.26 -10.27 4.28
C 6.50 -10.92 4.58
H 0.25 -9.46 2.46
H 1.21 -8.94 3.88
H 0.56 -10.50 3.95
H 2.29 -9.87 1.59
H 2.21 -11.45 2.43
H 7.12 -10.62 3.73
H 6.48 -11.97 4.87
H 6.77 -10.37 5.48
C -1.61 3.97 -10.25
C -1.57 3.46 -8.87
O -2.94 3.38 -8.36
C -3.13 3.09 -7.07
O -2.19 2.92 -6.28
O -4.41 2.83 -6.89
C -4.90 2.90 -5.62
H -1.93 5.01 -10.27
H -2.18 3.30 -10.89
H -0.58 3.91 -10.61
H -0.99 4.04 -8.16
H -1.29 2.40 -8.80
H -5.96 2.64 -5.71
H -4.75 3.93 -5.28
H -4.38 2.24 -4.94
C 0.01 4.28 5.63
C -1.17 5.00 5.00
O -0.77 5.92 3.95
C -0.42 5.45 2.74
O -0.58 4.24 2.46
O 0.11 6.37 1.93
C 0.37 6.03 0.61
H -0.50 3.64 6.35
H 0.78 4.90 6.10
H 0.49 3.67 4.86
H -1.73 5.53 5.78
H -1.90 4.25 4.71
H 1.40 6.11 0.27
H -0.14 6.71 -0.06
H 0.08 5.04 0.28
C 8.78 9.66 -3.43
C 8.41 8.24 -3.21
O 9.15 7.54 -4.13
C 8.90 6.27 -4.34
O 7.82 5.73 -4.12
O 9.96 5.68 -4.91
C 9.80 4.30 -5.35
H 8.31 9.79 -4.41
H 9.83 9.75 -3.71
H 8.53 10.44 -2.71
H 7.35 8.05 -3.40
H 8.52 8.00 -2.15
H 9.05 4.17 -6.14
H 9.48 3.69 -4.50
H 10.74 3.88 -5.70
C 4.35 -3.42 6.53
C 4.05 -4.88 6.16
O 3.89 -5.63 7.27
C 2.91 -5.48 8.22
O 1.96 -4.62 8.31
O 3.24 -6.37 9.18
C 2.77 -6.50 10.51
H 3.52 -2.99 7.09
H 4.63 -2.84 5.65
H 5.27 -3.53 7.11
H 4.76 -5.20 5.40
H 3.19 -5.08 5.53
H 2.29 -5.56 10.79
H 3.61 -6.79 11.14
H 2.06 -7.33 10.53
C -13.49 8.56 3.08
C -11.98 8.51 2.68
O -11.53 7.14 2.65
C -10.20 7.03 2.47
O -9.38 7.88 2.44
O -9.88 5.75 2.42
C -8.58 5.32 2.32
H -14.23 8.34 2.32
H -13.69 9.56 3.47
H -13.74 7.88 3.90
H -11.46 8.91 3.55
H -11.68 9.02 1.77
H -8.67 4.24 2.39
H -7.78 5.64 2.99
H -8.27 5.45 1.28
C -4.62 -4.72 -11.86
C -5.42 -4.36 -10.63
O -4.60 -4.11 -9.47
C -5.02 -3.51 -8.39
O -6.21 -3.09 -8.16
O -3.99 -3.61 -7.50
C -4.15 -3.28 -6.17
H -5.11 -4.84 -12.82
H -3.94 -5.57 -11.81
H -3.91 -3.92 -12.09
H -6.22 -5.07 -10.41
H -5.85 -3.39 -10.87
H -3.18 -3.31 -5.66
H -4.86 -3.87 -5.59
H -4.41 -2.23 -6.02
C 3.90 -0.86 -7.59
C 5.07 0.15 -7.75
O 5.68 0.10 -9.03
C 6.76 -0.77 -9.32
O 7.33 -1.56 -8.54
O 7.14 -0.47 -10.60
C 7.98 -1.37 -11.32
H 3.41 -1.10 -8.53
H 3.17 -0.48 -6.87
H 4.20 -1.86 -7.26
H 5.71 0.01 -6.88
H 4.56 1.12 -7.79
H 8.13 -1.17 -12.38
H 7.60 -2.39 -11.28
H 8.99 -1.38 -10.92
C -12.10 -11.91 5.62
C -12.93 -10.87 4.70
O -12.14 -9.87 4.08
C -11.62 -10.09 2.90
O -11.61 -11.19 2.29
O -10.86 -9.08 2.56
C -10.06 -9.19 1.48
H -12.76 -12.74 5.83
H -11.67 -11.42 6.50
H -11.25 -12.30 5.06
H -13.81 -10.54 5.25
H -13.23 -11.57 3.92
H -9.52 -10.14 1.43
H -9.31 -8.41 1.64
H -10.68 -9.08 0.59
C 6.82 -6.92 -3.55
C 6.37 -8.20 -2.76
O 6.09 -9.18 -3.74
C 5.92 -10.49 -3.32
O 6.15 -11.03 -2.24
O 5.53 -11.08 -4.51
C 5.49 -12.52 -4.66
H 7.76 -7.21 -4.03
H 6.91 -6.03 -2.93
H 6.12 -6.64 -4.34
H 5.42 -8.04 -2.25
H 7.14 -8.55 -2.07
H 5.68 -13.02 -5.61
H 4.65 -12.98 -4.13
H 6.37 -12.87 -4.12
C 1.54 14.05 -6.10
C 1.67 13.16 -4.88
O 2.55 12.11 -5.07
C 2.04 10.98 -5.51
O 0.83 10.79 -5.70
O 3.07 10.10 -5.68
C 2.85 8.83 -6.27
H 2.32 14.82 -6.08
H 0.54 14.47 -6.15
H 1.66 13.55 -7.06
H 0.61 12.88 -4.86
H 1.93 13.62 -3.93
H 2.51 8.09 -5.55
H 3.75 8.53 -6.81
H 2.13 8.98 -7.07
C -2.11 -2.47 1.64
C -0.68 -2.25 2.13
O 0.04 -1.40 1.29
C 1.08 -1.93 0.44
O 1.48 -3.13 0.33
O 1.86 -1.00 -0.15
C 1.43 0.26 -0.37
H -2.74 -3.29 1.99
H -2.07 -2.67 0.57
H -2.71 -1.56 1.74
H -0.13 -3.19 2.16
H -0.48 -1.78 3.10
H 0.39 0.36 -0.66
H 2.08 0.77 -1.09
H 1.53 0.76 0.60
C -8.93 5.04 8.59
C -7.49 4.98 8.36
O -7.20 3.62 7.90
C -7.03 2.60 8.77
O -7.16 2.61 10.04
O -6.74 1.54 8.01
C -6.50 0.26 8.50
H -9.19 5.81 9.32
H -9.36 4.17 9.07
H -9.41 5.34 7.66
H -6.87 5.32 9.18
H -7.20 5.70 7.60
H -7.48 -0.22 8.46
H -6.09 0.27 9.51
H -5.78 -0.18 7.80
C 7.00 10.79 8.19
C 7.83 9.63 8.75
O 7.20 8.38 8.24
C 7.24 7.99 6.95
O 7.74 8.58 6.00
O 6.36 6.99 6.82
C 5.98 6.57 5.53
H 7.40 11.63 8.76
H 5.93 10.77 8.41
H 7.05 10.95 7.12
H 7.80 9.71 9.83
H 8.84 9.61 8.35
H 6.83 6.39 4.87
H 5.22 7.25 5.14
H 5.53 5.58 5.64